ORCA calculation (wB97M-V/def2-TZVPD) on a cluster of 2 separate species, C5H7BrF4 in total.

As for the expectation value of S²: 2.0060. Its spin multiplicity is 3. The value obtained for the lowest unoccupied orbital energy (spin up / spin down) is 0.81 / -2.03 eV. The highest occupied orbital energy (spin up / spin down) comes out at -5.324 / -10.587 eV. The HOMO-LUMO gap (spin up / spin down) is 6.13 / 8.56 eV.

Geometry (Å):
C 1.4517 -0.3429 -1.2141
C 1.1013 0.7020 1.1605
C -3.1282 -0.2234 0.7008
C 0.9191 -0.2470 0.2192
C -2.8951 1.1698 0.1209
F 0.0672 -1.2255 0.5037
F -4.0616 1.7429 -0.2119
F -2.1929 1.9956 0.8501
F -2.2406 1.0640 -1.1168
Br -4.2163 -1.1873 -0.4974
H 0.7043 -0.7196 -2.0142
H 2.1518 -1.1689 -1.4114
H 1.9747 0.5010 -1.4763
H -2.1965 -0.6691 0.9671
H 0.7066 0.5198 2.2295
H 1.7356 1.4573 0.9245
H -3.6532 -0.2298 1.6836

ORCA calculation (wB97M-V/def2-TZVPD) on a structure of composition C9H24FO3Rb2.

For the energy above the lowest of the compared OMol25 structures with the same formula, charge and spin, the calculation gives 17.0 kcal per mole. Its spin multiplicity is 1. The value obtained for the lowest unoccupied orbital energy is -3.97 eV. The charge is +1. The highest occupied orbital energy comes out at -11.652 eV. The HOMO-LUMO gap is 7.68 eV.

Geometry (Å):
Rb -3.7375 2.0403 -1.5128
Rb -3.8828 -2.0087 -0.5300
F -1.6992 -0.0859 -1.1063
C -0.4398 3.9323 -0.2389
C 0.0649 3.3418 -1.6152
C 1.4130 2.6430 -1.5122
O -0.8963 2.4626 -2.1523
H 0.3368 4.4863 0.2884
H -0.7449 3.0506 0.3247
H -1.3218 4.5688 -0.3107
H 0.1789 4.1920 -2.2876
H 2.1973 3.2804 -1.1039
H 1.8483 2.4378 -2.4902
H 1.4028 1.7269 -0.9217
H -0.9037 1.6738 -1.6052
C 0.5617 -3.1449 -1.4835
C 1.2999 -2.0068 -0.8358
C 2.7870 -2.2713 -0.8230
O 0.9313 -0.7602 -1.3960
H 1.0902 -3.5815 -2.3309
H -0.4583 -2.8756 -1.7579
H 0.6038 -3.9862 -0.7917
H 0.9470 -1.9199 0.1918
H 3.2027 -3.1812 -0.3903
H 3.2379 -1.4430 -0.2763
H 2.9686 -2.0562 -1.8760
H -0.0123 -0.6834 -1.2365
C 0.0356 0.0327 2.2584
C -1.0513 -1.1140 2.1446
C -1.4943 -1.6922 3.4473
O -2.2093 -0.5885 1.4173
H 0.2293 0.6377 1.3726
H 0.9918 -0.3965 2.5578
H -0.2788 0.7167 3.0466
H -0.5463 -1.8487 1.5175
H -1.6554 -0.7665 3.9999
H -0.7362 -2.2153 4.0302
H -2.3847 -2.3201 3.4152
H -1.8759 -0.2771 0.5726

ORCA calculation (wB97M-V/def2-TZVPD) on a cluster of 9 separate species, C46H57N5O18 in total.

For the energy above the lowest of the compared OMol25 structures with the same formula, charge and spin, the calculation gives 0.0 kcal per mole. Its spin multiplicity is 1. The value obtained for the lowest unoccupied orbital energy is -0.71 eV. The highest occupied orbital energy comes out at -9.678 eV. Its SMILES is O=[N+]([O-])c1ccccc1.O=[N+]([O-])c1ccccc1.O=[N+]([O-])c1ccccc1.O=[N+]([O-])c1ccccc1.O=[N+]([O-])c1ccccc1.CCOC(C)=O.CCOC(C)=O.CCOC(C)=O.CCOC(C)=O. The HOMO-LUMO gap is 8.97 eV.

Geometry (Å):
O 0.0720 4.8903 5.3102
N -0.4476 4.2830 4.3798
O -0.1004 3.2018 3.9428
C -1.5114 4.9816 3.5942
C -1.9406 6.2612 3.8918
C -3.0804 6.7974 3.3110
C -3.6966 6.0301 2.3400
C -3.2885 4.7604 2.0055
C -2.1826 4.1933 2.6574
H -1.3505 6.8836 4.5898
H -3.4758 7.7569 3.6044
H -4.5767 6.4350 1.8386
H -3.8672 4.2037 1.3042
H -1.8113 3.2077 2.5077
O 4.5737 0.6560 -1.4205
N 4.4475 1.2988 -2.4445
O 3.4670 1.9391 -2.7530
C 5.7388 1.4160 -3.2896
C 6.9487 0.9573 -2.7635
C 8.0626 1.1286 -3.5608
C 7.9794 1.6529 -4.8365
C 6.7442 1.9752 -5.3976
C 5.5847 1.8513 -4.6225
H 6.8499 0.5185 -1.8127
H 9.0190 0.8662 -3.1621
H 8.8535 1.8029 -5.4618
H 6.6038 2.3448 -6.3962
H 4.6596 2.2261 -5.0388
O -3.2982 -0.3198 0.3154
N -2.5461 0.5691 0.6294
O -2.8488 1.6149 1.1541
C -1.0937 0.4543 0.1840
C -0.6601 -0.8029 -0.1797
C 0.6117 -1.0337 -0.6571
C 1.4502 0.0383 -0.7092
C 1.0438 1.3050 -0.2881
C -0.2613 1.5407 0.1493
H -1.3994 -1.5630 -0.0851
H 0.8746 -1.9845 -1.0167
H 2.4822 -0.0120 -0.9458
H 1.6233 2.2116 -0.3704
H -0.7200 2.4842 0.3597
O -2.0627 -5.1667 -2.9557
N -2.5100 -4.4346 -2.0541
O -1.8554 -4.0803 -1.0990
C -3.9391 -3.9992 -2.2635
C -4.6090 -4.3744 -3.4104
C -5.8886 -3.8031 -3.5520
C -6.4831 -2.9941 -2.6152
C -5.7544 -2.5918 -1.4802
C -4.4859 -3.1788 -1.2909
H -4.1491 -5.0215 -4.1136
H -6.3973 -4.0932 -4.4409
H -7.4510 -2.5392 -2.8010
H -6.1098 -1.9952 -0.6957
H -3.8715 -2.9298 -0.4407
O -1.8845 2.4382 8.3221
N -2.0890 1.5512 7.5206
O -1.3405 0.5655 7.3530
C -3.2828 1.6498 6.6284
C -4.1262 2.7238 6.7654
C -5.1638 2.9483 5.8943
C -5.3229 2.0867 4.8384
C -4.4960 0.9908 4.6870
C -3.4889 0.7618 5.5870
H -3.8651 3.4165 7.5693
H -5.8180 3.8559 5.9684
H -6.0991 2.2541 4.1422
H -4.6488 0.3545 3.8057
H -2.7433 0.0141 5.5413
C 1.1250 -0.2772 -4.9864
C 0.1054 -1.1375 -4.3241
O -1.0031 -0.2168 -4.0900
C -2.1092 -0.8751 -3.7252
C -3.1965 0.0219 -3.4243
O -2.1690 -2.0548 -3.6527
H 2.0639 -0.8359 -5.1016
H 1.3227 0.6116 -4.3952
H 0.8280 0.1221 -5.9670
H -0.2474 -1.9550 -4.9825
H 0.3440 -1.6467 -3.3998
H -2.9675 1.0577 -3.6790
H -3.4208 -0.1364 -2.3308
H -4.1355 -0.2929 -3.9417
C 4.9968 -6.5072 -4.8137
C 3.5882 -6.9127 -5.1760
O 2.6429 -5.9062 -4.6611
C 2.1793 -6.2455 -3.4343
C 1.1579 -5.2216 -2.9370
O 2.4313 -7.2569 -2.8974
H 5.1453 -6.2578 -3.7730
H 5.2121 -5.6848 -5.4739
H 5.6812 -7.3093 -5.0667
H 3.5268 -6.9222 -6.2735
H 3.2887 -7.8747 -4.7455
H 0.4492 -5.7425 -2.3128
H 0.7254 -4.6454 -3.7620
H 1.8066 -4.5213 -2.2677
C 1.6308 -1.9427 3.3034
C 0.1683 -1.5276 3.3384
O -0.4433 -2.7262 2.9178
C -1.7943 -2.6228 2.7024
C -2.3378 -3.9488 2.1859
O -2.4020 -1.5651 2.8133
H 1.9682 -2.1248 2.3155
H 1.7370 -2.8606 3.8991
H 2.2512 -1.1681 3.7690
H -0.1111 -1.2528 4.3425
H -0.0901 -0.6426 2.7678
H -1.7499 -4.7947 2.5408
H -2.3778 -4.0243 1.0970
H -3.3315 -4.1645 2.4856
C 2.9840 2.2360 3.1034
C 3.2269 3.5888 3.7516
O 3.7657 4.4599 2.7020
C 2.8844 4.9005 1.8184
C 3.5152 5.6683 0.7214
O 1.7367 4.7248 1.9812
H 3.9345 1.9460 2.6466
H 2.1737 2.3715 2.3537
H 2.5458 1.5215 3.8053
H 2.2914 4.0082 4.1839
H 3.9798 3.6295 4.5125
H 3.6740 4.9618 -0.0586
H 4.4485 6.1345 0.9386
H 2.7531 6.4065 0.3893

ORCA calculation (wB97M-V/def2-TZVPD) on a structure of composition C39H38BrN8O4PPdS2.

For the energy above the lowest of the compared OMol25 structures with the same formula, charge and spin, the calculation gives 29.3 kcal per mole. Its spin multiplicity is 1. The value obtained for the lowest unoccupied orbital energy is 3.99 eV. The charge is -2. The highest occupied orbital energy comes out at -0.922 eV. The HOMO-LUMO gap is 4.91 eV.

Geometry (Å):
Pd -0.4589 0.2487 -0.6143
O 0.6927 4.8120 2.3690
C -0.0406 4.0775 1.6895
O -0.1610 2.8284 1.7169
C -0.9738 4.7432 0.6654
C -1.0114 6.1315 0.6152
C -1.8798 6.7955 -0.2380
C -2.7240 6.0526 -1.0506
C -2.6816 4.6651 -1.0073
C -1.8089 3.9844 -0.1594
P -1.7234 2.1114 -0.0696
C -2.7453 1.9218 1.4734
C -3.9192 2.6314 1.7044
C -4.6642 2.4451 2.8621
C -4.2265 1.5505 3.8301
C -3.0291 0.8723 3.6324
C -2.2975 1.0659 2.4719
C -3.0902 1.7702 -1.3362
C -2.7675 2.0748 -2.6689
C -3.6258 1.7984 -3.7141
C -4.8481 1.1723 -3.4773
C -5.1756 0.8368 -2.1748
C -4.3119 1.1392 -1.1233
H -0.3376 6.6593 1.2766
H -1.9017 7.8798 -0.2682
H -3.4187 6.5408 -1.7236
H -3.3504 4.1111 -1.6554
H -4.2561 3.3486 0.9644
H -5.5794 3.0070 3.0085
H -4.7985 1.3982 4.7379
H -2.6500 0.2024 4.3972
H -1.3426 0.5690 2.3229
H -1.7985 2.5123 -2.8906
H -3.3233 2.0423 -4.7258
H -5.5185 0.9386 -4.2947
H -6.1109 0.3293 -1.9628
H -4.6042 0.8442 -0.1241
Br -1.6509 -1.4548 -2.9769
C -2.4068 -1.8534 -1.3040
C -3.7087 -2.3346 -1.2384
C -4.2294 -2.6120 0.0143
C -3.4387 -2.4177 1.1390
C -2.1530 -1.9360 0.9586
N -1.6465 -1.6325 -0.2408
H -4.2895 -2.4440 -2.1411
H -5.2492 -2.9652 0.1089
H -3.8016 -2.6061 2.1394
H -1.4941 -1.7534 1.7982
N 6.3227 -3.5467 -4.7415
C 5.3588 -2.5303 -4.5411
C 4.0261 -2.8708 -4.3140
C 3.0812 -1.8810 -4.1261
C 3.4429 -0.5365 -4.1566
C 4.7629 -0.1996 -4.3993
C 5.7170 -1.1915 -4.5968
S 2.2034 0.6829 -3.7749
O 2.8979 1.9466 -3.9298
O 1.0899 0.3989 -4.6539
N 1.7413 0.3721 -2.3126
C 2.5196 0.6650 -1.2458
S 4.1118 1.3879 -1.2466
C 4.1578 1.2459 0.4681
C 2.9918 0.7209 0.9100
N 2.0795 0.3785 -0.0452
H 6.0658 -4.4058 -4.2751
H 7.2466 -3.2657 -4.4443
H 3.7317 -3.9101 -4.2465
H 2.0511 -2.1451 -3.9310
H 5.0386 0.8450 -4.4143
H 6.7510 -0.9222 -4.7790
H 4.9711 1.6325 1.0554
H 2.7190 0.6033 1.9487
C 0.6078 -4.3336 0.4069
N 1.4456 -5.4820 0.0146
C 2.7238 -5.3557 0.7234
N 3.4175 -4.0965 0.4566
C 2.5132 -2.9951 0.8406
N 1.2484 -3.0642 0.1257
C 1.5203 -2.9728 -1.3030
N 2.3859 -4.0826 -1.7559
C 1.7253 -5.3398 -1.4204
C 3.6318 -4.0010 -0.9936
H 0.3938 -4.4032 1.4773
H -0.3369 -4.3825 -0.1413
H 3.3704 -6.1874 0.4248
H 2.5356 -5.4288 1.7982
H 2.9900 -2.0390 0.6157
H 2.3244 -3.0476 1.9160
H 1.9955 -2.0141 -1.5158
H 0.5794 -3.0047 -1.8570
H 2.3622 -6.1747 -1.7325
H 0.7814 -5.3937 -1.9691
H 4.1147 -3.0484 -1.2226
H 4.2940 -4.8186 -1.3018

Number 1: maximum force 9.7 eV/Å. Number 2: maximum force 2.6 eV/Å. Number 3: maximum force 3.6 eV/Å. Number 4: maximum force 1.0 eV/Å.